[1]
The molecule C3H5IN4O2, computed with ωB97M-V/def2-TZVPD.

The calculation puts the total energy at -784.1844 Eh. The value obtained for the lowest unoccupied orbital energy (alpha / beta) is -0.02560 / -0.05420 Ha. The HOMO energy (alpha / beta) is -8.41 / -8.15 eV. The HOMO-LUMO gap (alpha / beta) is 0.2833 / 0.2455 Ha.

ORCA input file:
```
! wB97M-V def2-TZVPD RIJCOSX def2/J DEFGRID3
* xyz 0 1
C -0.35 -0.60 -0.37
C 1.77 -0.15 -1.49
C -0.83 0.16 2.90
N -0.28 -0.29 0.83
N 0.45 -0.19 -1.47
N 0.16 -0.15 1.98
N -0.33 0.01 -2.65
O -1.50 0.25 -2.40
O 0.31 0.08 -3.65
I 2.64 1.78 -1.89
H -1.02 -1.30 -0.75
H 2.22 -0.44 -0.53
H -0.42 -0.20 3.87
H -0.93 1.36 3.07
H -1.89 -0.31 2.55
*
```


[2]
A cluster of 2 separate species, C3H5INO2 in total, computed with ωB97M-V/def2-TZVPD.

The calculation puts the total energy at -619.9523 Eh. The value obtained for the lowest unoccupied orbital energy is -0.13810 Ha. The HOMO energy is -14.30 eV. The HOMO-LUMO gap is 0.3875 Ha.

ORCA input file:
```
! wB97M-V def2-TZVPD RIJCOSX def2/J DEFGRID3
* xyz 1 1
C -0.35 1.78 3.41
C 0.38 -1.23 -0.73
C 0.49 0.18 -1.19
N -0.38 -0.15 -0.04
O -0.61 2.30 4.39
O -0.13 1.24 2.44
I -0.52 0.87 -2.85
H -0.25 -2.07 -1.32
H 1.10 -1.57 0.05
H 1.32 0.62 -0.79
H -1.32 0.10 -0.11
H 0.01 -0.10 0.97
*
```


[3]
A structure of composition C3H5IO2S, computed with ωB97M-V/def2-TZVPD.

Its expectation value of S² is 2.04. The calculation puts the total energy at -963.4368 Eh. The value obtained for the lowest unoccupied orbital energy (alpha / beta) is 0.01554 / -0.15623 Ha. The HOMO energy (alpha / beta) is -7.06 / -9.32 eV. The HOMO-LUMO gap (alpha / beta) is 0.2751 / 0.1864 Ha.

ORCA input file:
```
! wB97M-V def2-TZVPD RIJCOSX def2/J DEFGRID3
* xyz 0 3
C 0.51 0.45 -0.67
C -0.29 1.43 -0.90
C 0.13 -0.70 0.22
O 1.36 3.51 -2.76
O -1.07 3.06 -3.48
S 0.21 2.63 -2.89
I 1.11 0.69 -4.15
H 1.25 0.02 -1.31
H -0.93 1.97 -0.34
H 0.93 -0.77 0.95
H -0.68 -0.38 0.88
H 0.02 -1.56 -0.43
*
```


[4]
A structure of composition C3H5LiO3Pr, computed with ωB97M-V/def2-TZVPD.

Its expectation value of S² is 3.75. The calculation puts the total energy at -867.0045 Eh. The value obtained for the lowest unoccupied orbital energy (alpha / beta) is -0.30940 / -0.31273 Ha. The HOMO energy (alpha / beta) is -15.09 / -18.35 eV. The HOMO-LUMO gap (alpha / beta) is 0.2450 / 0.3615 Ha.

ORCA input file:
```
! wB97M-V def2-TZVPD RIJCOSX def2/J DEFGRID3
* xyz 2 4
O -0.69 0.46 1.06
C -0.41 -0.71 1.61
C -1.10 0.47 -0.32
O 0.58 -0.98 2.28
O 1.14 -0.20 -0.55
C 0.20 0.68 -1.10
H -1.80 1.30 -0.45
H -1.55 -0.50 -0.57
H 0.51 1.74 -1.00
H 0.01 0.46 -2.16
H -1.25 -1.42 1.57
Pr 2.51 0.12 1.32
Li 1.86 -1.41 -1.67
*
```


[5]
A structure of composition C3H5LiO3Sn, computed with ωB97M-V/def2-TZVPD.

The calculation puts the total energy at -564.7905 Eh. The value obtained for the lowest unoccupied orbital energy (alpha / beta) is -0.01260 / -0.02063 Ha. The HOMO energy (alpha / beta) is -4.85 / -4.94 eV. The HOMO-LUMO gap (alpha / beta) is 0.1656 / 0.1608 Ha.

ORCA input file:
```
! wB97M-V def2-TZVPD RIJCOSX def2/J DEFGRID3
* xyz 0 1
O -0.94 0.71 -0.10
C -1.22 1.44 1.00
C -0.69 -0.70 0.07
O -1.41 2.63 0.86
O 1.47 0.01 -0.50
C 0.57 -1.04 -0.71
H -1.59 -1.25 -0.24
H -0.46 -0.94 1.11
H 0.30 -1.28 -1.75
H 0.96 -1.99 -0.30
H -1.05 0.98 1.99
Li 0.72 1.60 -1.12
Sn 3.33 -0.18 -0.29
*
```


[6]
A structure of composition C3H5LiO5, computed with ωB97M-V/def2-TZVPD.

Its expectation value of S² is 0.78. The calculation puts the total energy at -500.9137 Eh. The value obtained for the lowest unoccupied orbital energy (alpha / beta) is 0.11285 / 0.10895 Ha. The HOMO energy (alpha / beta) is -3.55 / -3.45 eV. The HOMO-LUMO gap (alpha / beta) is 0.2434 / 0.2358 Ha.

ORCA input file:
```
! wB97M-V def2-TZVPD RIJCOSX def2/J DEFGRID3
* xyz -1 2
O 0.83 0.49 1.87
C 0.22 -0.56 1.18
C 1.18 -1.07 0.09
O 0.58 -1.66 -1.01
H 1.71 0.19 2.17
H -0.71 -1.11 0.93
H -1.18 0.36 1.03
H 1.89 -1.76 0.59
H 1.76 -0.18 -0.26
Li -0.44 -0.52 -1.95
O -1.96 0.66 -0.31
C -1.57 1.62 -1.10
O -1.92 1.53 -2.31
O -0.38 2.03 -0.93
*
```


[7]
The molecule C3H5N, computed with ωB97M-V/def2-TZVPD.

The calculation puts the total energy at -171.8913 Eh. The value obtained for the lowest unoccupied orbital energy (alpha / beta) is 0.01869 / 0.01869 Ha. The HOMO energy (alpha / beta) is -8.88 / -8.88 eV. The SMILES is CC1=NC1. The HOMO-LUMO gap (alpha / beta) is 0.3451 / 0.3451 Ha.

ORCA input file:
```
! wB97M-V def2-TZVPD RIJCOSX def2/J DEFGRID3
* xyz 0 1
C 0.07 -0.07 -0.26
C 0.53 1.29 -0.09
C -0.60 -1.24 0.35
N 0.83 0.65 -1.40
H -0.14 2.29 -0.12
H 1.52 1.47 0.40
H -1.64 -1.08 -0.04
H -0.29 -1.28 1.32
H -0.26 -2.05 -0.15
*
```


[8]
The molecule C3H5N, computed with ωB97M-V/def2-TZVPD.

The calculation puts the total energy at -171.9617 Eh. The value obtained for the lowest unoccupied orbital energy is 0.04436 Ha. The HOMO energy is -9.17 eV. The SMILES is C[C@@H]1C=N1. The HOMO-LUMO gap is 0.3813 Ha.

ORCA input file:
```
! wB97M-V def2-TZVPD RIJCOSX def2/J DEFGRID3
* xyz 0 1
C -1.33 0.63 -0.48
C -0.29 -0.50 -0.15
C 1.05 -0.11 0.32
N -1.50 0.03 0.61
H -1.64 1.35 -1.29
H -0.56 -1.47 -0.59
H 1.24 0.86 -0.03
H 1.86 -0.83 0.22
H 1.15 0.02 1.39
*
```


[9]
The ion C3H5N2 with charge +1, computed with ωB97M-V/def2-TZVPD.

The calculation puts the total energy at -226.4417 Eh. The value obtained for the lowest unoccupied orbital energy is -0.21610 Ha. The HOMO energy is -14.37 eV. The HOMO-LUMO gap is 0.3119 Ha.

ORCA input file:
```
! wB97M-V def2-TZVPD RIJCOSX def2/J DEFGRID3
* xyz 1 1
C 1.59 -0.16 0.05
C -0.70 -0.53 -0.03
C -0.35 0.90 0.04
N 0.90 1.10 -0.03
N 0.64 -1.03 0.00
H -1.23 -1.06 0.79
H -1.42 -0.90 -0.92
H -1.34 1.76 -0.01
H 1.26 2.03 -0.08
H 0.65 -2.10 0.19
*
```


[10]
The ion C3H5N2 with charge +1, computed with ωB97M-V/def2-TZVPD.

The calculation puts the total energy at -226.4324 Eh. The value obtained for the lowest unoccupied orbital energy is -0.22688 Ha. The HOMO energy is -14.30 eV. The HOMO-LUMO gap is 0.2985 Ha.

ORCA input file:
```
! wB97M-V def2-TZVPD RIJCOSX def2/J DEFGRID3
* xyz 1 1
C 1.48 -0.15 -0.27
C -0.74 -0.70 0.42
C -0.49 1.04 0.02
N 0.75 1.05 -0.40
N 0.66 -1.09 0.17
H -1.19 -0.94 1.41
H -1.33 -0.83 -0.51
H -1.18 1.79 -0.19
H 1.28 1.89 -0.90
H 0.75 -2.07 0.23
*
```


[11]
The ion C3H5N2 with charge +1, computed with ωB97M-V/def2-TZVPD.

The calculation puts the total energy at -226.5649 Eh. The value obtained for the lowest unoccupied orbital energy is -0.14165 Ha. The HOMO energy is -15.10 eV. The SMILES is c1c[nH+]c[nH]1. The HOMO-LUMO gap is 0.4132 Ha.

ORCA input file:
```
! wB97M-V def2-TZVPD RIJCOSX def2/J DEFGRID3
* xyz 1 1
C -0.98 0.10 -0.71
C -1.02 -0.37 0.58
N 0.30 -0.55 0.95
C 1.10 0.03 0.06
N 0.36 0.33 -1.01
H -1.62 0.66 -1.38
H -1.73 -0.87 1.23
H 0.74 -0.48 1.86
H 2.11 0.36 0.23
H 0.76 0.79 -1.81
*
```


[12]
The ion C3H5N2 with charge +2, computed with ωB97M-V/def2-TZVPD.

Its expectation value of S² is 0.76. The calculation puts the total energy at -226.0306 Eh. The value obtained for the lowest unoccupied orbital energy (alpha / beta) is -0.38833 / -0.55025 Ha. The HOMO energy (alpha / beta) is -22.86 / -24.16 eV. The HOMO-LUMO gap (alpha / beta) is 0.4517 / 0.3376 Ha.

ORCA input file:
```
! wB97M-V def2-TZVPD RIJCOSX def2/J DEFGRID3
* xyz 2 2
C 0.85 0.82 0.13
C -0.41 0.90 0.73
N -1.06 -0.32 0.32
C -0.23 -1.02 -0.44
N 0.89 -0.28 -0.68
H 1.73 1.49 0.11
H -0.80 1.58 1.50
H -2.02 -0.51 0.62
H -0.53 -1.99 -0.87
H 1.64 -0.56 -1.32
*
```


[13]
The ion C3H5N2O with charge -1, computed with ωB97M-V/def2-TZVPD.

The calculation puts the total energy at -301.9086 Eh. The value obtained for the lowest unoccupied orbital energy is 0.16231 Ha. The HOMO energy is -1.95 eV. The HOMO-LUMO gap is 0.2340 Ha.

ORCA input file:
```
! wB97M-V def2-TZVPD RIJCOSX def2/J DEFGRID3
* xyz -1 1
C -0.40 0.66 1.24
C 1.02 0.78 -1.06
C 0.20 -0.71 0.50
N -1.66 0.69 1.45
N 0.29 -0.28 -0.87
O -0.27 -1.07 -1.63
H 1.09 1.21 -2.08
H 1.20 1.37 -0.22
H 1.07 -0.86 1.00
H -0.44 -1.62 0.46
H -2.09 -0.16 1.19
*
```


[14]
The ion C3H5N2O with charge +1, computed with ωB97M-V/def2-TZVPD.

The calculation puts the total energy at -301.6438 Eh. The value obtained for the lowest unoccupied orbital energy is -0.23608 Ha. The HOMO energy is -15.82 eV. The SMILES is O[N+]1=NC=CC1. The HOMO-LUMO gap is 0.3451 Ha.

ORCA input file:
```
! wB97M-V def2-TZVPD RIJCOSX def2/J DEFGRID3
* xyz 1 1
C 1.33 -0.13 0.00
C 0.79 -1.39 -0.08
C 0.14 0.80 0.08
N -0.96 -0.10 -0.19
N -0.55 -1.30 -0.20
O -2.28 0.43 -0.01
H 2.42 0.08 -0.18
H 1.10 -2.41 0.16
H 0.11 0.95 1.19
H 0.12 1.69 -0.60
H -2.22 1.38 -0.17
*
```


[15]
The ion C3H5N2O2 with charge +1, computed with ωB97M-V/def2-TZVPD.

The calculation puts the total energy at -376.9402 Eh. The value obtained for the lowest unoccupied orbital energy (alpha / beta) is -0.15547 / -0.16653 Ha. The HOMO energy (alpha / beta) is -12.04 / -12.09 eV. The HOMO-LUMO gap (alpha / beta) is 0.2869 / 0.2778 Ha.

ORCA input file:
```
! wB97M-V def2-TZVPD RIJCOSX def2/J DEFGRID3
* xyz 1 1
C -0.81 0.85 -0.41
C -0.42 -1.43 0.05
C 1.34 -0.01 -0.22
N -1.29 -0.42 -0.11
N 0.58 1.02 -0.27
O 0.92 -1.23 -0.53
O 2.59 0.17 0.14
H -1.48 1.73 -0.72
H -0.47 -2.48 0.23
H -2.33 -0.74 0.02
H 0.91 1.89 -0.34
H 3.08 -0.60 0.07
*
```


[16]
The ion C3H5N2O2 with charge +1, computed with ωB97M-V/def2-TZVPD.

The calculation puts the total energy at -376.8441 Eh. The value obtained for the lowest unoccupied orbital energy (alpha / beta) is -0.22677 / -0.25256 Ha. The HOMO energy (alpha / beta) is -15.14 / -14.40 eV. The HOMO-LUMO gap (alpha / beta) is 0.3295 / 0.2768 Ha.

ORCA input file:
```
! wB97M-V def2-TZVPD RIJCOSX def2/J DEFGRID3
* xyz 1 1
C -1.36 -0.71 -0.56
C -0.37 0.54 -0.68
C 0.90 -0.18 1.27
N -1.38 -1.34 0.66
N 1.00 0.42 -0.06
O -2.07 -0.96 -1.48
O -0.21 -0.91 1.42
H -0.27 0.75 -1.74
H -0.89 1.38 -0.20
H 1.61 -0.16 2.07
H 1.59 -0.18 -0.67
H 1.46 1.35 -0.03
*
```


[17]
A structure of composition C3H5N2O3, computed with ωB97M-V/def2-TZVPD.

Its expectation value of S² is 2.01. The calculation puts the total energy at -452.1020 Eh. The value obtained for the lowest unoccupied orbital energy (alpha / beta) is -0.12042 / -0.31025 Ha. The HOMO energy (alpha / beta) is -11.29 / -15.46 eV. The HOMO-LUMO gap (alpha / beta) is 0.2944 / 0.2580 Ha.

ORCA input file:
```
! wB97M-V def2-TZVPD RIJCOSX def2/J DEFGRID3
* xyz 1 3
C 0.24 1.39 -0.62
C -1.07 -0.51 -0.46
C -0.01 -0.80 0.66
N -0.88 0.77 -0.94
N 0.89 0.80 0.30
O -1.85 -1.27 -0.93
O 0.94 -1.66 0.24
O -0.44 -0.67 1.90
H 0.56 2.26 -1.04
H -1.61 1.31 -1.39
H 1.86 1.02 0.40
H 1.10 -1.85 -0.67
H 0.27 -0.81 2.56
*
```


[18]
A cluster of 2 separate species, C3H5N2O4 in total, computed with ωB97M-V/def2-TZVPD.

The calculation puts the total energy at -527.3149 Eh. The value obtained for the lowest unoccupied orbital energy (alpha / beta) is -0.21093 / -0.21174 Ha. The HOMO energy (alpha / beta) is -13.24 / -13.22 eV. The HOMO-LUMO gap (alpha / beta) is 0.2757 / 0.2740 Ha.

ORCA input file:
```
! wB97M-V def2-TZVPD RIJCOSX def2/J DEFGRID3
* xyz 1 1
C -1.36 1.75 -0.47
C 0.40 -1.11 0.20
C -0.62 2.64 0.23
N 1.53 -1.13 -0.63
N 0.02 -2.42 0.43
O -0.19 -0.20 0.77
O 2.00 -0.12 -1.10
O -2.02 1.09 -1.06
O 0.74 -3.42 -0.13
H 0.03 2.00 0.97
H -1.13 3.35 0.81
H 0.08 3.17 -0.33
H -0.87 -2.66 1.04
H 1.38 -2.96 -0.72
*
```


[19]
The molecule C3H5N2P, computed with ωB97M-V/def2-TZVPD.

The calculation puts the total energy at -567.9829 Eh. The value obtained for the lowest unoccupied orbital energy (alpha / beta) is -0.00048 / -0.00046 Ha. The HOMO energy (alpha / beta) is -8.47 / -8.47 eV. The HOMO-LUMO gap (alpha / beta) is 0.3108 / 0.3108 Ha.

ORCA input file:
```
! wB97M-V def2-TZVPD RIJCOSX def2/J DEFGRID3
* xyz 0 1
C -2.90 0.17 -0.11
C -0.58 0.71 -0.66
C 2.07 -0.28 -0.05
N -0.46 -1.65 1.15
N -1.81 0.64 -0.24
P 0.25 -0.58 0.38
H -3.60 0.08 0.73
H -0.06 1.71 -0.92
H 2.82 -0.77 0.69
H 2.18 0.74 0.04
H 2.09 -0.76 -1.02
*
```


[20]
A structure of composition C3H5N2P, computed with ωB97M-V/def2-TZVPD.

The calculation puts the total energy at -568.1411 Eh. The value obtained for the lowest unoccupied orbital energy is -0.01493 Ha. The HOMO energy is -9.10 eV. The HOMO-LUMO gap is 0.3196 Ha.

ORCA input file:
```
! wB97M-V def2-TZVPD RIJCOSX def2/J DEFGRID3
* xyz 0 1
C 1.86 -0.30 -0.51
C 2.17 0.99 0.00
C -1.67 0.37 0.29
N 0.78 -0.89 -0.05
N 1.20 1.40 0.78
P 0.06 0.12 1.03
H 2.63 -0.96 -0.98
H 3.02 1.68 -0.26
H -2.19 -0.61 0.44
H -2.19 1.29 0.71
H -1.38 0.59 -0.76
*
```